## P
Density functional theory data (wB97M-V/def2-TZVPD) for a structure of composition C6H17N2S.

Results
* E_LUMO: -0.106 Eh
* total charge: +1
* highest occupied orbital energy: -13.53 eV

Cartesian coordinates (Å):
1 C 1.6468 -0.2282 -2.3422
2 C 2.4941 1.0470 -0.1619
3 C -3.0538 -0.6163 -0.4191
4 C 0.8391 -0.7859 -0.0511
5 C -1.8626 -0.2167 2.1750
6 C 2.0771 -0.2889 -0.8886
7 N -1.8032 -0.5217 0.2993
8 N -1.0152 0.8108 2.3836
9 S -0.6637 0.1987 -0.5136
10 H 1.7783 -1.3075 -2.7724
11 H 0.6925 0.2837 -2.4511
12 H 2.4382 0.3541 -2.8850
13 H 2.2750 1.8977 -0.9632
14 H 3.5002 1.1134 -0.0134
15 H 1.9971 1.1868 0.8530
16 H -3.7206 0.3258 -0.1360
17 H -2.8565 -0.7920 -1.3881
18 H -3.5046 -1.4042 -0.0155
19 H 0.6486 -1.8020 -0.3628
20 H 1.1517 -0.7763 0.9483
21 H -2.8465 0.0606 2.3545
22 H -1.4273 -1.1656 2.6666
23 H 2.7652 -1.0120 -0.7917
24 H -0.2499 1.2618 0.1852
25 H -0.0192 0.6697 2.3114
26 H -1.2811 1.7073 1.9790

---

## Q
Density functional theory data (wB97M-V/def2-TZVPD) for the ion C6H17N2S with charge +1.

Results
* E_LUMO: -0.128 Eh
* total charge: +1
* highest occupied orbital energy: -13.03 eV

Cartesian coordinates (Å):
1 C 2.0858 1.2745 0.4109
2 C 0.7251 2.0326 0.3532
3 C 0.4234 2.6933 -1.0422
4 C -0.3885 1.2037 0.8605
5 S -1.3030 0.1489 -0.2781
6 N -0.3494 -1.3079 -0.3243
7 C 0.2423 -1.6229 -1.6610
8 C -1.2702 -2.5354 0.2311
9 N -1.9090 -2.0255 1.4232
10 H 2.5078 1.1860 1.4191
11 H 1.8712 0.1731 0.2918
12 H 2.8373 1.6383 -0.2789
13 H 0.8079 2.8768 0.9966
14 H -0.2094 1.9397 -1.6906
15 H 1.3249 3.1402 -1.5299
16 H -0.3639 3.3851 -0.8705
17 H -0.1394 0.6231 1.6704
18 H -1.3348 1.7514 1.1016
19 H -0.4466 -1.9200 -2.5260
20 H 0.6023 -0.7010 -2.1983
21 H 0.9302 -2.3923 -1.6180
22 H -2.0016 -2.9067 -0.6581
23 H -0.4990 -3.2749 0.3507
24 H -1.9380 -0.9525 1.2565
25 H -1.3254 -2.2013 2.3322
26 H -2.9257 -2.2865 1.3967

---

The structure with the most favorable energy is Q; the runner-up is 1.325 eV above it.

---

## P
Density functional theory data (wB97M-V/def2-TZVPD) for the molecule C4H6OS2.

Results
* E_LUMO: 0.020 Eh
* highest occupied orbital energy: -9.58 eV

Cartesian coordinates (Å):
1 O -0.2475 3.0628 1.1221
2 C -0.1333 1.9348 0.7326
3 S -1.1430 0.6771 1.3913
4 C -1.2349 -0.4458 -0.0827
5 C 0.0680 -1.1003 -0.4739
6 C 1.3250 -0.3186 -0.1226
7 S 1.0151 1.4610 -0.5436
8 H -2.0305 -1.1275 0.2069
9 H -1.5288 0.1971 -0.9766
10 H 0.1548 -2.0201 -0.0060
11 H 0.0750 -1.3228 -1.5127
12 H 1.4707 -0.3906 0.9372
13 H 2.2094 -0.6069 -0.6721

---

## Q
Density functional theory data (wB97M-V/def2-TZVPD) for the molecule C4H6OS2.

Results
* E_LUMO: -0.017 Eh
* highest occupied orbital energy: -8.92 eV

Cartesian coordinates (Å):
1 O -0.2930 1.5443 -0.6972
2 C -0.2182 0.9029 0.5883
3 C -1.2307 -0.2149 0.7489
4 S -2.4537 -0.4872 -0.2466
5 C 1.1361 0.3019 0.7963
6 C 2.1767 0.6064 -0.2033
7 S 1.6398 -1.1265 -0.2879
8 H -1.0057 1.1110 -1.1777
9 H -0.4145 1.6299 1.3503
10 H -1.0199 -0.8289 1.6442
11 H 1.5287 0.1359 1.7859
12 H 1.8621 1.1215 -1.0878
13 H 3.2318 0.7178 0.0349

---

## R
Density functional theory data (wB97M-V/def2-TZVPD) for the molecule C4H6OS2.

Results
* E_LUMO: -0.028 Eh
* highest occupied orbital energy: -8.73 eV

Cartesian coordinates (Å):
1 C 1.4066 0.5776 1.2558
2 C 1.2022 -0.2174 0.0535
3 S 2.3201 -0.0498 -1.1729
4 S -0.0507 -1.4612 0.2638
5 C -1.1339 -0.8075 -1.0219
6 C -1.7319 0.4172 -0.4157
7 O -1.1671 1.4812 -0.4693
8 H 1.9641 -0.3095 2.0569
9 H 0.3961 0.8282 1.5607
10 H 2.2797 1.5246 1.1227
11 H -0.5946 -0.7116 -1.9164
12 H -1.9031 -1.6257 -1.2420
13 H -2.9876 0.3539 -0.0753

---

The structure with the most favorable energy is P; the runner-up is 1.432 eV above it.

---

## P
Density functional theory data (wB97M-V/def2-TZVPD) for a cluster of 2 separate species, C2H6S2 in total.

Results
* 2S+1: 2
* E_LUMO (spin up / spin down): 0.149 / 0.140 Eh
* expectation value of S²: 0.75
* total charge: -1
* highest occupied orbital energy (spin up / spin down): -0.52 / -3.59 eV

Cartesian coordinates (Å):
1 S 1.2707 -0.6950 1.4846
2 S -0.2108 -1.4501 -0.1180
3 H 2.2229 -1.6306 1.3546
4 H 0.2285 -0.5293 -0.9789
5 C -0.5894 2.4487 -1.2946
6 C -1.8546 2.1044 -1.4239
7 H 0.0591 2.4359 -2.1497
8 H -0.2453 2.8828 -0.3811
9 H -2.2883 1.7990 -2.3532
10 H -2.5561 2.1249 -0.6161

---

## Q
Density functional theory data (wB97M-V/def2-TZVPD) for a cluster of 2 separate species, C2H6S2 in total.

Results
* 2S+1: 2
* E_LUMO (spin up / spin down): 0.145 / 0.136 Eh
* expectation value of S²: 0.75
* total charge: -1
* highest occupied orbital energy (spin up / spin down): -0.80 / -2.63 eV

Cartesian coordinates (Å):
1 S -0.6764 -2.2667 -0.8328
2 S 0.3874 -0.8246 0.4777
3 H -1.2154 -1.3333 -1.6108
4 H 0.4206 0.5697 0.4287
5 C 0.8020 3.1623 0.8722
6 C -0.1429 3.0052 -0.0602
7 H 1.6920 2.5499 0.8748
8 H 0.6660 3.7166 1.7880
9 H -0.0083 2.2882 -0.8568
10 H -1.0202 3.6193 -0.1174

---

The structure with the most favorable energy is P; the runner-up is 0.547 eV above it.

---

## P
Density functional theory data (wB97M-V/def2-TZVPD) for the molecule C2H3ClNOP.

Results
* E_LUMO: -0.004 Eh
* highest occupied orbital energy: -11.64 eV

Cartesian coordinates (Å):
1 C 0.0875 -0.1377 -0.0579
2 P 0.9842 -0.5208 -1.6277
3 O 0.4855 -1.6191 -2.4309
4 Cl 3.0072 -0.9184 -1.0882
5 C 1.1852 1.0451 -2.4690
6 N 1.4893 1.9704 -3.0331
7 H -0.5435 0.8144 -0.2028
8 H -0.5368 -0.8367 0.2748
9 H 0.8639 0.0354 0.7351

---

## Q
Density functional theory data (wB97M-V/def2-TZVPD) for the molecule C2H3ClNOP.

Results
* E_LUMO (spin up / spin down): -0.026 / -0.033 Eh
* highest occupied orbital energy (spin up / spin down): -9.28 / -7.91 eV

Cartesian coordinates (Å):
1 C -0.1961 -0.5358 -1.1886
2 C -0.3690 0.4857 0.1023
3 N -0.7548 -0.3387 -2.2259
4 O -1.0136 1.6572 -0.1327
5 P -2.5250 2.1488 -0.5763
6 Cl -2.0118 3.7522 -1.6942
7 H 0.3085 -1.4010 -0.7026
8 H -0.6743 -0.1445 0.8868
9 H 0.7900 0.8234 0.2268

---

The structure with the most favorable energy is P; the runner-up is 3.452 eV above it.

---

## P
Density functional theory data (wB97M-V/def2-TZVPD) for the molecule CH3NOS2.

Results
* E_LUMO: 0.008 Eh
* highest occupied orbital energy: -8.89 eV

Cartesian coordinates (Å):
1 C 0.2550 -0.8157 0.4268
2 N -1.0244 0.4735 0.2983
3 O -0.3697 1.5995 -0.0805
4 S 0.7539 1.3333 -1.3292
5 S 1.7541 -0.0401 -0.1600
6 H 0.3307 -1.0208 1.4840
7 H -0.1171 -1.6409 -0.1611
8 H -1.5824 0.1111 -0.4782

---

## Q
Density functional theory data (wB97M-V/def2-TZVPD) for the molecule CH3NOS2.

Results
* E_LUMO: 0.000 Eh
* highest occupied orbital energy: -9.65 eV

Cartesian coordinates (Å):
1 C 0.7970 -0.5451 0.0627
2 N 0.2842 0.7159 0.5359
3 O -2.0981 0.9994 -0.7930
4 S -0.7311 -1.5518 -0.0818
5 S -1.5664 0.3781 0.3890
6 H 1.3004 -0.5119 -0.9067
7 H 1.4510 -1.0049 0.8067
8 H 0.5631 1.5203 -0.0127

---

The structure with the most favorable energy is Q; the runner-up is 1.606 eV above it.

---

## P
Density functional theory data (wB97M-V/def2-TZVPD) for a cluster of 8 separate species, C22H43O24 in total.

Results
* E_LUMO: 0.087 Eh
* total charge: -1
* highest occupied orbital energy: -4.80 eV

Cartesian coordinates (Å):
1 O 0.4651 -1.6312 0.9009
2 C -0.3281 -0.7781 0.1351
3 O -0.6367 -1.2395 -1.0003
4 O -0.7716 0.3046 0.5760
5 H 0.5520 -2.2538 0.1422
6 C 0.4909 6.5473 -0.6568
7 O -0.2098 5.4276 -1.1367
8 C -0.4105 4.3424 -0.3707
9 O -1.1602 3.4852 -0.6947
10 O 0.2120 4.4566 0.8052
11 C 0.0738 3.3992 1.7499
12 H 0.3290 6.7252 0.4080
13 H 0.1439 7.4165 -1.2115
14 H 1.5773 6.4904 -0.7649
15 H 0.9412 2.7520 1.6324
16 H -0.8417 2.8133 1.7333
17 H 0.1044 3.7800 2.7734
18 C 0.5798 -2.7532 -3.4597
19 O 0.5997 -2.4866 -4.8486
20 C 0.2064 -1.2908 -5.2711
21 O -0.1943 -0.4135 -4.5556
22 O 0.3050 -1.2497 -6.5795
23 C -0.1422 -0.0930 -7.2853
24 H 1.1200 -3.6319 -3.1112
25 H -0.4488 -2.8934 -3.1214
26 H 0.9316 -1.9229 -2.8446
27 H 0.5598 0.7289 -7.1983
28 H -1.1242 0.1331 -6.8700
29 H -0.2865 -0.4041 -8.3153
30 C 2.8502 -0.3377 2.4600
31 O 3.6683 0.1443 3.5362
32 C 3.7942 1.4665 3.6164
33 O 3.4606 2.2326 2.7556
34 O 4.4037 1.8310 4.7470
35 C 4.7653 0.8391 5.7187
36 H 2.4650 -1.3378 2.6309
37 H 3.5065 -0.3671 1.5920
38 H 2.0072 0.3238 2.2860
39 H 5.5251 0.2603 5.1902
40 H 3.9054 0.2571 6.0364
41 H 5.2706 1.2799 6.5748
42 C 2.4540 0.8620 -0.6951
43 O 2.6731 1.7984 -1.7558
44 C 1.6550 2.1299 -2.5363
45 O 0.5068 1.9898 -2.2578
46 O 2.1836 2.7286 -3.6265
47 C 1.2918 3.4570 -4.4430
48 H 3.4500 0.7687 -0.2711
49 H 2.1831 -0.1311 -1.0608
50 H 1.6717 1.2267 -0.0325
51 H 0.8748 2.8776 -5.2663
52 H 1.8766 4.2648 -4.8908
53 H 0.5235 3.9330 -3.8321
54 C -2.8962 -1.9121 2.0113
55 O -3.7891 -2.6247 1.1721
56 C -4.1688 -2.1244 0.0017
57 O -3.7949 -1.1052 -0.4884
58 O -5.0726 -2.9601 -0.5139
59 C -5.8594 -2.5130 -1.5772
60 H -3.3238 -1.8349 3.0131
61 H -2.6789 -0.8977 1.6702
62 H -1.9590 -2.4637 2.0901
63 H -5.2704 -1.9165 -2.2806
64 H -6.6746 -1.8428 -1.2776
65 H -6.3174 -3.3634 -2.0773
66 C -0.5147 0.5717 3.8074
67 O 0.6801 0.7474 4.5899
68 C 0.5856 1.8083 5.3977
69 O -0.3323 2.5749 5.4289
70 O 1.6973 1.9100 6.1024
71 C 1.6762 2.7666 7.2119
72 H -0.4517 -0.3967 3.3144
73 H -0.6707 1.3192 3.0350
74 H -1.3873 0.4755 4.4548
75 H 1.3789 3.7846 6.9577
76 H 2.6852 2.8377 7.6194
77 H 1.0710 2.4781 8.0753
78 C -1.2622 -4.9453 0.0186
79 O -2.3086 -5.0223 -0.9232
80 C -1.9752 -5.3323 -2.1703
81 O -0.8710 -5.5960 -2.5661
82 O -3.0825 -5.2516 -2.8927
83 C -2.9652 -5.5882 -4.2696
84 H -1.6932 -5.0210 1.0145
85 H -0.7321 -3.9924 -0.0267
86 H -0.5150 -5.7308 -0.0991
87 H -2.0640 -5.1424 -4.6861
88 H -3.8365 -5.2775 -4.8371
89 H -2.9104 -6.6767 -4.3367

---

## Q
Density functional theory data (wB97M-V/def2-TZVPD) for a cluster of 8 separate species, C22H43O24 in total.

Results
* E_LUMO: 0.090 Eh
* total charge: -1
* highest occupied orbital energy: -4.31 eV

Cartesian coordinates (Å):
1 O 1.4126 0.5765 0.5884
2 C 0.4484 -0.3067 0.1904
3 O 0.7067 -1.5314 0.0740
4 O -0.7317 0.1134 0.0652
5 H 2.1669 -0.0154 0.7423
6 C -4.8731 -0.4930 -3.8097
7 O -4.1373 0.6981 -3.8297
8 C -3.3004 0.9083 -2.8186
9 O -3.1549 0.2036 -1.8738
10 O -2.7138 2.1068 -2.9845
11 C -1.9594 2.5751 -1.8593
12 H -5.5666 -0.4826 -4.6457
13 H -5.4685 -0.5726 -2.8916
14 H -4.3156 -1.4277 -3.7622
15 H -1.0352 2.0191 -1.7165
16 H -2.5155 2.5013 -0.9238
17 H -1.7924 3.6453 -1.9750
18 C -2.7039 2.1913 2.0338
19 O -3.9905 2.4353 1.5023
20 C -4.6133 1.3515 1.0142
21 O -4.1143 0.2783 0.8581
22 O -5.7738 1.7333 0.5060
23 C -6.5289 0.8543 -0.2924
24 H -2.0831 3.0214 1.6938
25 H -2.1997 1.3057 1.6260
26 H -2.5524 2.0395 3.1063
27 H -6.2797 0.9211 -1.3503
28 H -7.5809 1.1230 -0.2065
29 H -6.4030 -0.1644 0.0729
30 C 3.5729 2.6251 3.2991
31 O 4.2441 2.4362 2.0461
32 C 4.1081 1.2452 1.4835
33 O 3.7520 0.2422 2.0204
34 O 4.5151 1.3254 0.2269
35 C 4.6447 0.1393 -0.5476
36 H 3.6521 1.7699 3.9669
37 H 2.5210 2.8276 3.1005
38 H 4.0513 3.4943 3.7402
39 H 5.5573 -0.4032 -0.2955
40 H 4.6770 0.4503 -1.5871
41 H 3.7777 -0.4904 -0.3408
42 C 1.6241 -4.1628 -2.0892
43 O 0.8075 -5.1859 -2.6660
44 C -0.5135 -5.1840 -2.3919
45 O -0.9781 -4.6887 -1.4067
46 O -1.1058 -5.9607 -3.2873
47 C -2.4505 -6.2767 -3.0566
48 H 1.7362 -3.4090 -2.8697
49 H 2.5567 -4.6192 -1.7635
50 H 1.1516 -3.7051 -1.2172
51 H -2.9598 -6.6743 -3.9321
52 H -3.0535 -5.4037 -2.7849
53 H -2.5885 -6.9648 -2.2204
54 C 5.3489 -3.7073 6.2353
55 O 4.3774 -3.7013 5.2271
56 C 3.6330 -2.6113 5.0904
57 O 3.6923 -1.6445 5.8193
58 O 2.8579 -2.7618 4.0544
59 C 1.8106 -1.8762 3.6987
60 H 4.9597 -3.7336 7.2555
61 H 6.0241 -2.8538 6.1611
62 H 5.9650 -4.6034 6.1672
63 H 0.9628 -1.9112 4.3871
64 H 1.3789 -2.0859 2.7211
65 H 2.2663 -0.8851 3.7052
66 C 1.8143 4.1270 0.1969
67 O 2.0492 5.2580 1.0238
68 C 1.0928 5.6945 1.8185
69 O -0.0261 5.2602 1.9234
70 O 1.6080 6.6829 2.5465
71 C 0.7736 7.2483 3.5490
72 H 1.7065 3.2577 0.8439
73 H 2.5984 3.9833 -0.5413
74 H 0.9150 4.2344 -0.4147
75 H -0.1949 7.5874 3.1824
76 H 1.2480 8.1104 4.0090
77 H 0.6147 6.4665 4.2921
78 C 0.6628 0.2461 -3.3309
79 O 0.3586 -0.7241 -4.3311
80 C -0.5902 -1.5861 -4.0164
81 O -1.0535 -1.7312 -2.9383
82 O -0.9019 -2.2794 -5.1282
83 C -2.1751 -2.9250 -5.1164
84 H -0.0962 1.0279 -3.4154
85 H 1.6209 0.7411 -3.4691
86 H 0.6043 -0.2179 -2.3445
87 H -2.8622 -2.0790 -5.1257
88 H -2.4154 -3.5530 -4.2600
89 H -2.2746 -3.4902 -6.0375

---

The structure with the most favorable energy is P; the runner-up is 0.145 eV above it.